C4H8O4 | ωB97M-V/def2-TZVPD

- gap between HOMO and LUMO (Eh) = 0.400
- SMILES = COC(=O)C(C)(O)O
- molar mass (Da) = 120.1
- energy above the lowest of the compared OMol25 structures with the same formula, charge and spin (kcal per mole) = 52.35
- E_HOMO (eV) = -10.2
- LUMO level (eV) = 0.68

The geometry in ORCA input format:
```
! wB97M-V def2-TZVPD RIJCOSX def2/J DEFGRID3
* xyz 0 1
O 1.98074 0.55481 -1.01152
O -0.72703 0.76627 -1.44251
O 1.05630 -1.49704 -0.61789
O -1.13635 -0.37453 0.54053
C 1.15432 -0.14946 -0.21128
C 1.44741 -0.08800 1.32457
C -2.49750 -0.48052 0.24111
C -0.34518 0.20916 -0.41311
H 1.48823 0.83162 -1.78317
H -2.79077 -1.04466 1.08253
H 1.10803 -1.45333 -1.58686
H 1.17475 0.95754 1.75520
H 0.84586 -1.01822 1.71822
H -2.70713 -0.79946 -0.78574
H 2.53710 -0.33149 1.45722
H -3.05585 0.46070 0.44591
*
```

Atom charges from the natural (NBO) analysis, given in e for atoms 1 to 4: atom 1 (O): -0.692, atom 2 (O): -0.623, atom 3 (O): -0.703, atom 4 (O): -0.501



C3H6N2O2S | ωB97M-V/def2-TZVPD

- gap between HOMO and LUMO (Eh) = 0.322
- SMILES = C=[S@@]1(=O)NC(C)=NO1
- molar mass (Da) = 134.2
- energy above the lowest of the compared OMol25 structures with the same formula, charge and spin (kcal per mole) = 145.93
- E_HOMO (eV) = -8.9
- LUMO level (eV) = -0.17

The geometry in ORCA input format:
```
! wB97M-V def2-TZVPD RIJCOSX def2/J DEFGRID3
* xyz 0 1
S 2.02280 0.14779 0.68254
O 1.04443 -0.83209 2.13435
O 2.49335 1.39726 1.19176
N 0.49256 0.23984 -0.00435
N -0.22603 -0.56798 1.94446
C -2.04249 0.27111 0.74390
C 2.97464 -0.51738 -0.41403
C -0.57212 0.04630 0.89942
H -2.52452 -0.55177 0.10137
H 0.41214 0.78645 -0.88275
H -2.54858 -0.03573 1.66084
H -2.27878 1.31411 0.33755
H 2.45212 -1.40356 -0.77538
H 3.99963 -0.68352 -0.04560
*
```

Atom charges from the natural (NBO) analysis, given in e for atoms 1 to 4: atom 1 (S): 1.976, atom 2 (O): -0.468, atom 3 (O): -0.882, atom 4 (N): -0.860



C38H59BF5N3O3ReS2Sb3Si3 | ωB97M-V/def2-TZVPD

- gap between HOMO and LUMO (alpha / beta) (Eh) = 0.290 / 0.148
- <S²> = 3.7814
- molar mass (Da) = 1411.6
- energy above the lowest of the compared OMol25 structures with the same formula, charge and spin (kcal per mole) = 63.99
- E_HOMO (alpha / beta) (eV) = -10.3 / -9.9
- LUMO level (alpha / beta) (eV) = -2.39 / -5.92

The geometry in ORCA input format:
```
! wB97M-V def2-TZVPD RIJCOSX def2/J DEFGRID3
* xyz 1 4
Re -0.58929 -0.06268 -0.25342
Sb 3.00439 -0.93432 0.69031
Sb -0.40737 -2.48176 -1.34492
Sb -2.47383 1.04618 -1.63514
S 0.47191 -0.71393 4.64869
S -0.31880 -2.78566 2.68381
Si -4.93581 0.50563 -0.74138
Si -2.38639 3.71915 -1.46522
Si -2.43216 0.45297 -4.19155
F 3.75532 -1.19499 -4.52808
F 2.13558 -1.47863 -2.33919
F 2.15436 3.20946 -1.74561
F 4.53475 1.31843 -5.35097
F 3.75476 3.48592 -3.88901
O -0.47043 1.83377 0.69369
O 1.11936 0.71678 -1.12180
O 1.13963 2.65799 4.39875
N 0.37968 -0.30615 2.00988
N -2.06780 -0.63530 0.88211
N 0.78649 0.94138 2.39444
C 0.67847 4.34621 1.18022
C 0.73029 -4.14562 -0.52484
C -2.45286 4.37138 0.33377
C 4.51969 -4.22507 -0.43623
C 3.34509 -0.10656 -3.87269
C -2.72147 -0.79656 1.84356
C -6.14930 0.91594 -2.16698
C -3.62373 1.64204 -5.08020
C -0.14263 -2.91119 -3.44244
C 0.89388 5.65093 1.56493
C -5.31501 -1.30489 -0.23721
C 0.09667 -3.36624 4.36686
C 1.04708 3.59559 3.44707
C 2.45249 -4.99862 -2.06184
C 4.85848 -0.94182 -0.44530
C -0.83284 4.14613 -2.49094
C 3.34248 2.26712 -3.53943
C 1.25394 4.92463 3.82102
C -0.24320 -2.24934 5.32112
C -0.62266 0.67495 -4.79886
C 2.50053 -0.23340 -2.78731
C 3.02088 -3.11834 1.16333
C -3.93383 4.29779 -2.42941
C 3.93013 -0.39410 2.57753
C 0.34644 1.94828 1.67927
C 3.75309 1.16055 -4.27973
C 1.16994 5.94088 2.89494
C 4.79218 -4.92113 -1.59574
C -5.02294 1.73518 0.72536
C 0.20276 -1.14726 2.96360
C -2.29695 -3.47350 -1.03538
C 2.15656 -4.31023 -0.88937
C -3.12514 -1.33164 -4.34082
C 3.21479 -3.90068 -0.06171
C 2.49781 2.11957 -2.45351
C 3.74997 -5.29274 -2.42907
C 0.72710 3.30502 2.10782
C 1.97575 0.86222 -2.06939
B -3.43209 -0.99354 3.16874
H -3.21694 2.64114 -5.17731
H -6.25026 -1.32930 0.31631
H -1.85684 5.27563 0.43261
H 1.02642 1.78009 3.98453
H -2.31344 -4.41787 -1.57688
H -5.43221 -1.95167 -1.10285
H 0.17035 -4.98240 -0.93813
H -1.32013 -2.10464 5.42354
H -0.51909 5.17700 -2.35649
H -2.70400 -1.99195 -3.58633
H -2.40172 -3.67405 0.02957
H -4.56814 1.72234 -4.55704
H -3.75129 4.32580 -3.49609
H -4.52032 -0.50858 3.13458
H 5.33127 -3.92986 0.21321
H -2.05215 3.64570 1.03520
H 2.10092 -3.33780 1.69075
H -3.83549 1.28192 -6.08083
H 0.84468 6.44272 0.83485
H 1.48318 5.12621 4.85407
H 3.94479 -5.81369 -3.35268
H 0.47895 4.10294 0.14850
H -2.72639 -0.44729 3.97093
H -7.16675 0.84292 -1.79883
H 0.87611 -3.25682 -3.57723
H 1.32699 6.96328 3.20296
H -0.82651 -3.70721 -3.71741
H -4.55180 -1.72271 0.41006
H -4.19891 5.30278 -2.12416
H -4.07156 1.73844 1.25598
H 1.16267 -3.59853 4.39713
H -3.46889 -2.16881 3.38363
H -6.05731 0.21701 -2.99187
H 5.64401 -1.28276 0.21585
H 4.78889 -1.61403 -1.29384
H -0.47916 -4.27019 4.55046
H -6.02250 1.91408 -2.56781
H 1.63320 -5.32391 -2.68625
H 4.74437 -1.08475 2.76764
H -5.22465 2.74927 0.38892
H 4.32147 0.61490 2.51964
H 0.08237 0.26114 -4.08022
H -0.38621 1.73031 -4.91219
H -0.00781 3.51012 -2.19435
H 3.86210 -3.22069 1.84108
H -3.46908 4.61225 0.63691
H -4.20371 -1.32316 -4.20994
H -0.44270 0.19869 -5.75885
H 5.81172 -5.15838 -1.85657
H -2.92470 -1.76367 -5.31616
H 0.20547 -2.41009 6.29884
H -1.01143 3.99233 -3.55273
H 0.57079 -4.11467 0.55007
H -4.79409 3.66338 -2.25871
H -5.79512 1.45987 1.43586
H -0.31467 -2.05011 -4.07794
H 5.08749 0.06167 -0.78753
H 3.20674 -0.44680 3.38343
H -3.13354 -2.85327 -1.35197
*
```

Atom charges from the Mulliken analysis, given in e for atoms 1 to 4: atom 1 (Re): 0.464, atom 2 (Sb): 0.925, atom 3 (Sb): 0.651, atom 4 (Sb): -1.602



C18H28N4O2S2SbSn | ωB97M-V/def2-TZVPD

- gap between HOMO and LUMO (Eh) = 0.224
- molar mass (Da) = 637.1
- energy above the lowest of the compared OMol25 structures with the same formula, charge and spin (kcal per mole) = 37.40
- E_HOMO (eV) = -10.8
- LUMO level (eV) = -4.66

The geometry in ORCA input format:
```
! wB97M-V def2-TZVPD RIJCOSX def2/J DEFGRID3
* xyz 1 1
Sb 3.35308 1.48280 1.79226
Sn 1.26327 0.86584 -1.08236
S -1.87395 -0.16489 -2.55388
S -2.97597 0.62000 0.28366
O -2.57976 1.07658 -2.63873
O -1.03546 -0.51748 -3.66734
N -5.31193 -4.74425 -1.19648
N 1.84045 -0.30014 -3.18872
N -0.81992 -0.03824 -1.25646
N -0.51492 1.26761 0.59822
C -3.16679 -3.85961 -1.77936
C 1.47110 0.88757 4.30682
C -2.37260 -2.77806 -2.08265
C -1.19755 1.84891 1.63411
C 1.91160 0.32118 2.97301
C -5.07371 -2.38530 -1.56342
C -4.53520 -3.68144 -1.51306
C -2.52121 1.61393 1.63445
C -1.33196 0.58726 -0.19034
C -2.93059 -1.51233 -2.14222
C 1.06191 -1.31122 -5.42183
C 1.43507 -0.75285 -4.16952
C -4.27743 -1.30972 -1.89001
C 1.83783 4.23003 2.47953
C 0.58923 -2.76608 -5.31969
C 5.27628 1.28827 4.23826
C 4.46568 2.33011 3.49054
C 2.23217 3.32511 1.33182
H 1.33582 3.01541 0.76852
H 3.74232 2.79425 4.16211
H 2.38809 -0.64626 3.12867
H -4.93061 -5.66996 -1.24912
H 5.75323 1.74817 5.10145
H 1.18579 3.72239 3.18440
H -3.25709 1.97604 2.31933
H 4.64364 0.47652 4.59154
H 2.71711 4.58469 3.01231
H 6.05271 0.86131 3.60775
H -0.32938 -2.80973 -4.74188
H -6.30110 -4.63835 -1.06316
H 1.30664 5.10248 2.10162
H 0.22850 -0.70678 -5.78843
H -6.12098 -2.24349 -1.34323
H 1.05551 0.15597 2.31357
H -0.65584 2.43238 2.35585
H 1.34029 -3.40241 -4.85789
H 0.76860 0.20501 4.78480
H 0.97409 1.84726 4.19703
H -4.67870 -0.31137 -1.96377
H -1.31802 -2.89593 -2.27972
H 2.31392 1.00824 4.98344
H 0.39300 -3.13720 -6.32026
H -2.73772 -4.84915 -1.74205
H 5.12070 3.10385 3.09143
H 1.91183 -1.21928 -6.10380
H 2.87895 3.87233 0.64287
*
```

Atom charges from the natural (NBO) analysis, given in e for atoms 1 to 4: atom 1 (Sb): 0.904, atom 2 (Sn): 1.526, atom 3 (S): 2.324, atom 4 (S): 0.465



C3H9NO2S2 | ωB97M-V/def2-TZVPD

- gap between HOMO and LUMO (Eh) = 0.184
- molar mass (Da) = 155.2
- energy above the lowest of the compared OMol25 structures with the same formula, charge and spin (kcal per mole) = 137.60
- E_HOMO (eV) = -8.4
- LUMO level (eV) = -3.45

The geometry in ORCA input format:
```
! wB97M-V def2-TZVPD RIJCOSX def2/J DEFGRID3
* xyz 0 1
S -3.40014 0.33516 0.37326
S -2.45177 -1.07582 -0.83199
O 2.40746 -1.92471 -0.36669
O 2.05697 0.47901 -0.02317
N -0.47606 1.46605 -0.90698
C -0.39777 0.86974 0.38847
C 1.05078 0.43512 0.75300
C -0.12063 -0.61146 0.55561
H 2.40632 -0.91284 -0.14057
H 0.44034 1.73184 -1.25113
H -0.88422 1.27932 1.26900
H -0.57198 -1.06339 1.43266
H -0.17396 -1.18119 -0.37262
H -3.63761 1.17438 -0.60483
H 1.27128 0.48241 1.82965
H 3.29414 -2.20770 -0.58824
H -0.81318 0.72406 -1.51546
*
```

Atom charges from the natural (NBO) analysis, given in e for atoms 1 to 4: atom 1 (S): -0.003, atom 2 (S): -0.149, atom 3 (O): -0.994, atom 4 (O): -0.586